1.
3 unconnected molecules or ions with the total composition C24H49BBr2FN2O2 at a distorted geometry, computed with wB97M-V/def2-TZVPD.

Last columns: bonded neighbours and bond lengths (Å).
Element x y z (Å)
1 C -3.23005 -5.97333 2.16208  C2 1.534, H11 1.078, H12 1.077, H13 1.082
2 C -4.09628 -5.32371 1.07572  C1 1.534, C3 1.523, H14 1.083, H15 1.080
3 C -3.91726 -3.81985 0.91671  C2 1.523, Br4 1.989, B5 1.640, H16 1.079
4 Br -4.98399 -2.93825 2.34571  C3 1.989
5 B -2.36827 -3.29452 0.79391  C3 1.640, Br6 2.086, C7 1.625, H17 1.207
6 Br -1.89550 -3.48793 -1.22831  B5 2.086
7 C -2.09914 -1.76898 1.28605  B5 1.625, C8 1.524, H18 1.083, H19 1.084
8 C -1.63862 -1.62566 2.73167  C7 1.524, C9 1.502, F10 1.403, H20 1.086
9 C -0.15096 -1.42822 2.79122  C8 1.502, H21 1.082, H22 1.083, H23 1.081
10 F -1.92028 -2.74756 3.52494  C8 1.403
11 H -2.78751 -5.24147 2.81828  C1 1.078
12 H -2.45877 -6.56653 1.69960  C1 1.077
13 H -3.84361 -6.61817 2.77751  C1 1.082
14 H -5.13091 -5.50933 1.33794  C2 1.083
15 H -3.94469 -5.78939 0.11328  C2 1.080
16 H -4.41930 -3.54107 0.00337  C3 1.079
17 H -1.58124 -4.02099 1.35080  B5 1.207
18 H -1.31498 -1.31177 0.69521  C7 1.083
19 H -2.96579 -1.13607 1.13007  C7 1.084
20 H -2.15967 -0.78599 3.18131  C8 1.086
21 H 0.29537 -2.26413 2.26796  C9 1.082
22 H 0.16882 -1.47869 3.82467  C9 1.083
23 H 0.13640 -0.48660 2.34558  C9 1.081
24 C -1.19145 3.08520 -3.50455  C25 1.547, H35 1.091, H36 1.090, H37 1.090
25 C -1.70026 1.80145 -2.80772  C24 1.547, C26 1.530, N30 1.493, C34 1.526
26 C -2.93070 1.25610 -3.53509  C25 1.530, C27 1.529, H38 1.094, H39 1.093
27 C -4.20491 2.06052 -3.27679  C26 1.529, C28 1.528, H40 1.095, H41 1.092
28 C -4.44377 2.22729 -1.77684  C27 1.528, C29 1.528, H42 1.093, H43 1.094
29 C -3.24288 2.82181 -1.04214  C28 1.528, N30 1.490, C32 1.541, C33 1.524
30 N -2.00342 2.06190 -1.36957  C25 1.493, C29 1.490, O31 1.288
31 O -1.96625 0.95975 -0.70435  N30 1.288
32 C -3.09033 4.31456 -1.39279  C29 1.541, H44 1.091, H45 1.090, H46 1.087
33 C -3.48734 2.76530 0.46142  C29 1.524, H47 1.088, H48 1.090, H49 1.091
34 C -0.57421 0.77675 -2.90474  C25 1.526, H50 1.092, H51 1.090, H52 1.089
35 H -0.61154 3.70096 -2.81591  C24 1.091
36 H -0.53728 2.83003 -4.33791  C24 1.090
37 H -1.99151 3.69561 -3.92242  C24 1.090
38 H -3.10201 0.22250 -3.21952  C26 1.094
39 H -2.72011 1.22388 -4.60672  C26 1.093
40 H -4.15336 3.03632 -3.77039  C27 1.095
41 H -5.05514 1.54126 -3.72356  C27 1.092
42 H -5.31736 2.85981 -1.60209  C28 1.093
43 H -4.67773 1.24816 -1.34821  C28 1.094
44 H -2.16697 4.71621 -0.97253  C32 1.091
45 H -3.92180 4.87780 -0.96815  C32 1.090
46 H -3.09712 4.52009 -2.46049  C32 1.087
47 H -3.71137 1.75678 0.80342  C33 1.088
48 H -4.33869 3.39792 0.71310  C33 1.090
49 H -2.61771 3.12838 1.01209  C33 1.091
50 H 0.30955 1.11196 -2.35747  C34 1.092
51 H -0.29933 0.64489 -3.95117  C34 1.090
52 H -0.86891 -0.19725 -2.51714  C34 1.089
53 C 3.61105 1.66915 -0.53967  C54 1.546, H64 1.091, H65 1.089, H66 1.090
54 C 3.42934 0.32439 0.20204  C53 1.546, C55 1.529, N59 1.495, C63 1.527
55 C 3.09495 0.57587 1.67274  C54 1.529, C56 1.529, H67 1.094, H68 1.092
56 C 4.29049 1.03082 2.51086  C55 1.529, C57 1.528, H69 1.094, H70 1.092
57 C 5.47191 0.07731 2.33811  C56 1.528, C58 1.528, H71 1.093, H72 1.094
58 C 5.85548 -0.13563 0.87396  C57 1.528, N59 1.491, C61 1.541, C62 1.524
59 N 4.65795 -0.51791 0.07261  C54 1.495, C58 1.491, O60 1.289
60 O 4.38602 -1.76720 0.23453  N59 1.289
61 C 6.52027 1.13508 0.31129  C58 1.541, H73 1.091, H74 1.091, H75 1.087
62 C 6.90697 -1.23446 0.77340  C58 1.524, H76 1.088, H77 1.090, H78 1.091
63 C 2.24721 -0.37528 -0.46461  C54 1.527, H79 1.091, H80 1.090, H81 1.088
64 H 4.22639 1.54494 -1.43156  C53 1.091
65 H 2.64518 2.05332 -0.86548  C53 1.089
66 H 4.05462 2.44842 0.07974  C53 1.090
67 H 2.69219 -0.34230 2.11045  C55 1.094
68 H 2.29881 1.32048 1.73405  C55 1.092
69 H 4.58108 2.05173 2.24470  C56 1.094
70 H 4.00105 1.06493 3.56309  C56 1.092
71 H 6.34113 0.45267 2.88381  C57 1.093
72 H 5.21517 -0.88721 2.78689  C57 1.094
73 H 6.68437 1.04018 -0.76296  C61 1.091
74 H 7.49159 1.28185 0.78487  C61 1.091
75 H 5.95337 2.04463 0.49063  C61 1.087
76 H 6.57918 -2.16039 1.24107  C62 1.088
77 H 7.81677 -0.91133 1.27952  C62 1.090
78 H 7.15293 -1.44538 -0.26854  C62 1.091
79 H 2.46587 -0.60814 -1.50831  C63 1.091
80 H 1.37699 0.27971 -0.43530  C63 1.090
81 H 1.97185 -1.29795 0.04101  C63 1.088

Its spin multiplicity is 3. For the frontier orbital gap (alpha / beta), the calculation gives 7.263 / 7.225 eV. The total charge is -1. The calculation puts the molar mass at 587.29 g mol⁻¹. The calculation puts the HOMO energy (alpha / beta) at -0.18270 / -0.18271 Ha.

Löwdin atomic charge list, values in e, 4 entries: number 1, C, carries -0.120; number 2, C, carries -0.348; number 3, C, carries -0.683; number 4, Br, carries 0.621

***

2.
8 unconnected molecules or ions with the total composition C24H49FN2O8, computed with wB97M-V/def2-TZVPD.

Last columns: bonded neighbours and bond lengths (Å).
Element x y z (Å)
1 O -4.80102 -1.04046 -6.89613  C2 1.180
2 C -3.76167 -0.81062 -7.40529  O1 1.180, F3 1.371, C4 1.501
3 F -3.66033 0.12059 -8.40613  C2 1.371
4 C -2.42504 -1.45412 -7.17668  C2 1.501, C5 1.512, H15 1.086, H16 1.091
5 C -1.96094 -1.48484 -5.73795  C4 1.512, C6 1.425, N14 1.294
6 C -0.62015 -1.90578 -5.50155  C5 1.425, N7 1.295, H17 1.086
7 N -0.09340 -1.96811 -4.31989  C6 1.295, C8 1.363
8 C -0.89960 -1.61358 -3.27985  N7 1.363, C9 1.405, C13 1.411
9 C -0.40655 -1.69549 -1.96723  C8 1.405, C10 1.365, H18 1.080
10 C -1.21679 -1.36718 -0.91835  C9 1.365, C11 1.411, H19 1.079
11 C -2.53978 -0.93077 -1.14136  C10 1.411, C12 1.365, H20 1.074
12 C -3.03411 -0.84339 -2.41100  C11 1.365, C13 1.405, H21 1.079
13 C -2.22657 -1.19030 -3.50694  C8 1.411, C12 1.405, N14 1.364
14 N -2.74096 -1.12952 -4.76834  C5 1.294, C13 1.364
15 H -1.67564 -0.93995 -7.77201  C4 1.086
16 H -2.47879 -2.47431 -7.55827  C4 1.091
17 H 0.00375 -2.17326 -6.34891  C6 1.086
18 H 0.60348 -2.04877 -1.82001  C9 1.080
19 H -0.83231 -1.44722 0.08700  C10 1.079
20 H -3.16285 -0.68343 -0.30287  C11 1.074
21 H -4.04770 -0.51810 -2.58948  C12 1.079
22 C -4.17127 2.28776 2.51211  C23 1.516, H25 1.090, H26 1.091, H27 1.093
23 C -4.14373 1.47026 1.23512  C22 1.516, O24 1.429, H28 1.089, H29 1.096
24 O -4.75382 0.18971 1.41138  C23 1.429, H30 0.962
25 H -3.65233 1.76085 3.31274  C22 1.090
26 H -3.68913 3.25579 2.36679  C22 1.091
27 H -5.20138 2.46530 2.83234  C22 1.093
28 H -3.11753 1.27874 0.92582  C23 1.089
29 H -4.64438 2.00861 0.42287  C23 1.096
30 H -5.66530 0.34251 1.67687  O24 0.962
31 C -1.11873 4.20143 5.31911  C32 1.515, H34 1.091, H35 1.091, H36 1.093
32 C -1.74550 2.90775 5.79845  C31 1.515, O33 1.428, H37 1.089, H38 1.094
33 O -1.53279 1.82332 4.89405  C32 1.428, H39 0.962
34 H -1.51214 4.47830 4.34037  C31 1.091
35 H -1.31513 5.01496 6.01875  C31 1.091
36 H -0.03491 4.09703 5.22577  C31 1.093
37 H -2.82694 3.01278 5.87839  C32 1.089
38 H -1.36769 2.64971 6.79222  C32 1.094
39 H -0.58430 1.69466 4.80178  O33 0.962
40 C 3.37506 -2.48760 -5.21747  C41 1.515, H43 1.092, H44 1.091, H45 1.093
41 C 3.38882 -3.36386 -6.45277  C40 1.515, O42 1.430, H46 1.087, H47 1.097
42 O 2.80216 -4.64110 -6.18663  C41 1.430, H48 0.963
43 H 3.92572 -2.98055 -4.41333  C40 1.092
44 H 3.83692 -1.51622 -5.40223  C40 1.091
45 H 2.34844 -2.32818 -4.87840  C40 1.093
46 H 4.40833 -3.55373 -6.77757  C41 1.087
47 H 2.85436 -2.87479 -7.27634  C41 1.097
48 H 1.89486 -4.49334 -5.90076  O42 0.963
49 C -0.25959 0.57977 10.51543  C50 1.517, H52 1.090, H53 1.091, H54 1.093
50 C -1.16119 1.62194 9.88197  C49 1.517, O51 1.426, H55 1.089, H56 1.096
51 O -0.42698 2.69276 9.29289  C50 1.426, H57 0.962
52 H 0.37819 1.03850 11.27112  C49 1.090
53 H -0.84658 -0.21004 10.98557  C49 1.091
54 H 0.38570 0.11862 9.76404  C49 1.093
55 H -1.79571 2.08661 10.63509  C50 1.089
56 H -1.81516 1.15812 9.13520  C50 1.096
57 H 0.14562 2.32118 8.61502  O51 0.962
58 C 1.41470 -6.42925 -3.13861  C59 1.517, H61 1.090, H62 1.091, H63 1.092
59 C 0.89925 -5.00562 -3.04545  C58 1.517, O60 1.422, H64 1.090, H65 1.097
60 O 1.87306 -4.10461 -2.53454  C59 1.422, H66 0.963
61 H 1.74487 -6.77740 -2.15958  C58 1.090
62 H 0.63834 -7.10242 -3.50543  C58 1.091
63 H 2.26366 -6.48482 -3.82384  C58 1.092
64 H 0.05431 -4.94382 -2.35965  C59 1.090
65 H 0.55036 -4.66095 -4.02692  C59 1.097
66 H 2.62401 -4.11701 -3.13716  O60 0.963
67 C 7.78846 -1.12814 -7.39880  C68 1.517, H70 1.090, H71 1.091, H72 1.092
68 C 7.35265 -1.93314 -6.18904  C67 1.517, O69 1.425, H73 1.089, H74 1.095
69 O 6.80203 -3.19838 -6.54543  C68 1.425, H75 0.962
70 H 6.94848 -0.97773 -8.07735  C67 1.090
71 H 8.17540 -0.15307 -7.10030  C67 1.091
72 H 8.57533 -1.65033 -7.94796  C67 1.092
73 H 6.56094 -1.41387 -5.65042  C68 1.089
74 H 8.19135 -2.06875 -5.49826  C68 1.095
75 H 7.47974 -3.69982 -7.00864  O69 0.962
76 C -1.49199 6.67614 9.01438  C77 1.518, H79 1.091, H80 1.091, H81 1.093
77 C -0.64496 7.69583 8.27555  C76 1.518, O78 1.426, H82 1.089, H83 1.095
78 O -0.85482 7.66327 6.86581  C77 1.426, H84 0.962
79 H -1.28488 5.66914 8.65048  C76 1.091
80 H -1.28908 6.70337 10.08562  C76 1.091
81 H -2.55589 6.87852 8.86676  C76 1.093
82 H 0.41352 7.48183 8.41559  C77 1.089
83 H -0.83439 8.70358 8.66064  C77 1.095
84 H -1.77943 7.86854 6.69803  O78 0.962

For the frontier orbital gap, the calculation gives 8.996 eV. As for the SMILES: O=C(F)Cc1cnc2ccccc2n1.CCO.CCO.CCO.CCO.CCO.CCO.CCO. The calculation puts the molar mass at 512.66 g mol⁻¹. The calculation puts the HOMO energy at -0.33432 Ha.

Löwdin atomic charge list, values in e, 4 entries: number 1, O, carries 0.179; number 2, C, carries -0.445; number 3, F, carries 0.069; number 4, C, carries -0.036

***

3.
3 unconnected molecules or ions with the total composition C24H49N4O3 at a distorted geometry, computed with wB97M-V/def2-TZVPD.

Last columns: bonded neighbours and bond lengths (Å).
Element x y z (Å)
1 C 2.49442 -5.28843 0.39427  C2 1.592, H18 1.119, H19 1.125, H20 1.126
2 C 2.78585 -4.34684 -0.85609  C1 1.592, O3 1.434, H21 1.120, H22 1.127
3 O 3.93372 -3.51145 -0.65607  C2 1.434, N4 1.393
4 N 3.51647 -2.47613 0.17744  O3 1.393, C5 1.482, H23 1.024
5 C 4.07997 -1.16795 -0.23248  N4 1.482, C6 1.582, C15 1.568, H24 1.128
6 C 2.88109 -0.24835 -0.70184  C5 1.582, C7 1.570, H25 1.129, H26 1.128
7 C 2.30359 0.68892 0.41753  C6 1.570, C8 1.577, H27 1.131, H28 1.128
8 C 1.65302 -0.06868 1.63746  C7 1.577, C9 1.589, H29 1.124, H30 1.116
9 C 0.13054 -0.47732 1.43983  C8 1.589, N10 1.465, H31 1.129, H32 1.129
10 N -0.28065 -0.69931 0.05124  C9 1.465, C11 1.383, C14 1.396
11 C -0.41133 -1.96699 -0.48616  N10 1.383, C12 1.443, H33 1.109
12 C -0.78610 -1.96475 -1.87930  C11 1.443, C13 1.501, H34 1.106
13 C -0.92462 -0.50498 -2.20080  C12 1.501, C14 1.440, H35 1.108
14 C -0.61458 0.18478 -0.97560  N10 1.396, C13 1.440, H36 1.109
15 C 5.00558 -0.52306 0.85665  C5 1.568, O16 1.257, O17 1.299
16 O 5.50749 0.59899 0.59355  C15 1.257
17 O 5.24345 -1.06507 2.01254  C15 1.299
18 H 3.11160 -5.00269 1.28302  C1 1.119
19 H 1.42091 -5.18230 0.71393  C1 1.125
20 H 2.73002 -6.33843 0.06164  C1 1.126
21 H 1.90171 -3.66678 -0.95541  C2 1.120
22 H 2.85046 -4.91908 -1.82489  C2 1.127
23 H 3.69028 -2.67121 1.16755  N4 1.024
24 H 4.73178 -1.38585 -1.12663  C5 1.128
25 H 2.10660 -0.93838 -1.14662  C6 1.129
26 H 3.25123 0.36928 -1.56968  C6 1.128
27 H 1.59446 1.41945 -0.07606  C7 1.131
28 H 3.11936 1.33834 0.84812  C7 1.128
29 H 1.69021 0.61344 2.52946  C8 1.124
30 H 2.23088 -1.00790 1.81112  C8 1.116
31 H 0.00566 -1.47118 1.96041  C9 1.129
32 H -0.55393 0.22141 2.00324  C9 1.129
33 H -0.24407 -2.95264 -0.00546  C11 1.109
34 H -0.94240 -2.79949 -2.58788  C12 1.106
35 H -1.20472 0.03057 -3.12923  C13 1.108
36 H -0.58824 1.25774 -0.69814  C14 1.109
37 C -1.56430 3.89772 -6.91855  C38 1.524, H44 1.092, H45 1.092, H46 1.092
38 C -0.94244 3.57883 -5.56450  C37 1.524, N39 1.454, H47 1.095, H48 1.099
39 N 0.46981 3.23555 -5.62095  C38 1.454, C40 1.461, C42 1.457
40 C 0.98367 2.72159 -4.35309  N39 1.461, C41 1.531, H49 1.094, H50 1.095
41 C 1.00494 3.67580 -3.15619  C40 1.531, H51 1.089, H52 1.094, H53 1.091
42 C 1.33295 4.19824 -6.29203  N39 1.457, C43 1.532, H54 1.095, H55 1.094
43 C 1.38011 5.62219 -5.72982  C42 1.532, H56 1.091, H57 1.093, H58 1.090
44 H -1.47120 3.05300 -7.60509  C37 1.092
45 H -2.62789 4.11231 -6.79207  C37 1.092
46 H -1.11311 4.77718 -7.38199  C37 1.092
47 H -1.49123 2.72513 -5.15307  C38 1.095
48 H -1.13079 4.42496 -4.88873  C38 1.099
49 H 1.99303 2.32910 -4.50736  C40 1.094
50 H 0.38256 1.84826 -4.07812  C40 1.095
51 H 1.82829 4.38544 -3.22120  C41 1.089
52 H 1.15550 3.10479 -2.23571  C41 1.094
53 H 0.07156 4.23041 -3.04611  C41 1.091
54 H 1.02958 4.25596 -7.34229  C42 1.095
55 H 2.35035 3.79942 -6.33232  C42 1.094
56 H 0.39486 5.99085 -5.43941  C43 1.091
57 H 1.77571 6.30428 -6.48671  C43 1.093
58 H 2.04378 5.69011 -4.86837  C43 1.090
59 C -4.82644 -1.62978 7.43470  C60 1.524, H66 1.092, H67 1.092, H68 1.091
60 C -4.69497 -1.49224 5.92301  C59 1.524, N61 1.455, H69 1.095, H70 1.099
61 N -3.58648 -0.65422 5.49308  C60 1.455, C62 1.460, C64 1.458
62 C -3.61477 -0.35951 4.06385  N61 1.460, C63 1.531, H71 1.095, H72 1.096
63 C -3.43545 -1.52827 3.09146  C62 1.531, H73 1.089, H74 1.094, H75 1.091
64 C -2.27538 -1.00860 6.02401  N61 1.458, C65 1.531, H76 1.094, H77 1.094
65 C -1.74192 -2.41127 5.71958  C64 1.531, H78 1.091, H79 1.092, H80 1.090
66 H -4.96336 -0.65563 7.90990  C59 1.092
67 H -5.69718 -2.24502 7.67243  C59 1.092
68 H -3.95808 -2.11802 7.88061  C59 1.091
69 H -5.62781 -1.04811 5.55941  C60 1.095
70 H -4.63897 -2.49946 5.48696  C60 1.099
71 H -2.86105 0.40225 3.84110  C62 1.095
72 H -4.57396 0.12168 3.84139  C62 1.096
73 H -2.39400 -1.83842 3.02440  C63 1.089
74 H -3.73556 -1.21914 2.08631  C63 1.094
75 H -4.04303 -2.39373 3.35967  C63 1.091
76 H -2.30077 -0.88135 7.11069  C64 1.094
77 H -1.54181 -0.27027 5.68861  C64 1.094
78 H -2.51173 -3.18019 5.80545  C65 1.091
79 H -0.94620 -2.66360 6.42422  C65 1.092
80 H -1.30658 -2.46593 4.72211  C65 1.090

For the frontier orbital gap, the calculation gives 6.523 eV. The total charge is -1. The calculation puts the molar mass at 441.68 g mol⁻¹. The calculation puts the HOMO energy at -0.15099 Ha.

Löwdin atomic charge list, values in e, 4 entries: number 1, C, carries -0.085; number 2, C, carries -0.254; number 3, O, carries -0.169; number 4, N, carries -0.066

***

- Among the records above, which one has the highest molar mass?
  C24H49BBr2FN2O2

***

- Which value of molar mass does entry 3 give?
  441.68 g mol⁻¹

***

- Look up the molar mass of the second one.
  512.66 g mol⁻¹

***

- Which value of molar mass does entry 3 give?
  441.68 g mol⁻¹